ORCA calculation (wB97M-V/def2-TZVPD) on a cluster of 16 separate species, C92H216N16O21 in total at a distorted geometry.

Last columns: bonded neighbours and bond lengths (Å).
Positions of all 345 atoms, in Å:
1 C 8.98 -3.93 -2.01  O2 1.391, H12 1.088, H13 1.079, H14 1.074
2 O 9.41 -2.61 -1.95  C1 1.391, C3 1.465
3 C 10.36 -2.23 -3.00  O2 1.465, C4 1.495, H15 1.088, H16 1.114
4 C 9.43 -1.77 -4.08  C3 1.495, N5 1.523, H17 1.088, H18 1.092
5 N 8.42 -0.83 -3.45  C4 1.523, H6 1.052, H7 1.020, C8 1.464
6 H 8.12 -1.36 -2.59  N5 1.052
7 H 8.85 0.02 -3.09  N5 1.020
8 C 7.28 -0.65 -4.35  N5 1.464, C9 1.470, H19 1.088, H20 1.083
9 C 6.27 0.26 -3.78  C8 1.470, O10 1.409, H21 1.092, H22 1.082
10 O 5.77 -0.22 -2.56  C9 1.409, C11 1.413
11 C 4.77 0.59 -1.97  O10 1.413, H23 1.092, H24 1.091, H25 1.091
12 H 9.84 -4.60 -1.95  C1 1.088
13 H 8.30 -4.21 -2.80  C1 1.079
14 H 8.42 -3.97 -1.10  C1 1.074
15 H 10.92 -3.10 -3.33  C3 1.088
16 H 10.94 -1.36 -2.60  C3 1.114
17 H 8.83 -2.58 -4.50  C4 1.088
18 H 9.89 -1.30 -4.95  C4 1.092
19 H 6.94 -1.67 -4.49  C8 1.088
20 H 7.70 -0.15 -5.21  C8 1.083
21 H 5.52 0.31 -4.57  C9 1.092
22 H 6.64 1.27 -3.69  C9 1.082
23 H 3.88 0.78 -2.57  C11 1.092
24 H 5.20 1.57 -1.76  C11 1.091
25 H 4.53 -0.05 -1.11  C11 1.091
26 C 3.57 6.51 9.09  C27 1.511, H36 1.084, H37 1.082, H38 1.075
27 C 3.70 5.35 8.13  C26 1.511, N28 1.529, H39 1.087, H40 1.083
28 N 4.07 5.88 6.74  C27 1.529, C29 1.504, C30 1.536, C32 1.494
29 C 3.23 7.02 6.24  N28 1.504, H41 1.076, H42 1.094, H43 1.074
30 C 5.53 6.35 6.81  N28 1.536, C31 1.549, H44 1.094, H45 1.084
31 C 6.01 6.82 5.41  C30 1.549, H46 1.084, H47 1.086, H48 1.097
32 C 3.87 4.75 5.79  N28 1.494, C33 1.530, H49 1.089, H50 1.087
33 C 4.88 3.61 5.95  C32 1.530, O34 1.434, H51 1.080, H52 1.106
34 O 4.22 2.66 5.10  C33 1.434, C35 1.423
35 C 5.10 1.63 4.68  O34 1.423, H53 1.087, H54 1.091, H55 1.104
36 H 3.42 6.10 10.07  C26 1.084
37 H 2.80 7.25 8.90  C26 1.082
38 H 4.49 7.06 9.02  C26 1.075
39 H 2.73 4.87 7.99  C27 1.087
40 H 4.43 4.58 8.35  C27 1.083
41 H 3.50 7.86 6.85  C29 1.076
42 H 2.22 6.77 6.56  C29 1.094
43 H 3.31 7.24 5.19  C29 1.074
44 H 6.07 5.43 7.07  C30 1.094
45 H 5.60 7.18 7.50  C30 1.084
46 H 5.61 7.81 5.23  C31 1.084
47 H 5.81 6.06 4.66  C31 1.086
48 H 7.10 6.95 5.50  C31 1.097
49 H 3.95 5.14 4.78  C32 1.089
50 H 2.89 4.31 5.95  C32 1.087
51 H 4.92 3.17 6.94  C33 1.080
52 H 5.91 3.85 5.63  C33 1.106
53 H 5.96 2.09 4.19  C35 1.087
54 H 4.57 1.04 3.94  C35 1.091
55 H 5.44 1.01 5.53  C35 1.104
56 C -8.21 -6.24 1.99  C57 1.578, H66 1.090, H67 1.081, H68 1.089
57 C -7.96 -4.81 2.62  C56 1.578, N58 1.587, H69 1.078, H70 1.085
58 N -6.76 -4.06 1.89  C57 1.587, C59 1.511, C60 1.498, C62 1.570
59 C -7.04 -3.85 0.42  N58 1.511, H71 1.097, H72 1.083, H73 1.080
60 C -6.66 -2.78 2.65  N58 1.498, C61 1.548, H74 1.080, H75 1.082
61 C -5.46 -1.90 2.21  C60 1.548, H76 1.081, H77 1.085, H78 1.080
62 C -5.42 -4.88 1.86  N58 1.570, C63 1.513, H79 1.085, H80 1.076
63 C -4.87 -5.05 3.26  C62 1.513, O64 1.401, H81 1.106, H82 1.099
64 O -5.68 -5.95 3.96  C63 1.401, C65 1.426
65 C -5.03 -6.26 5.19  O64 1.426, H83 1.087, H84 1.093, H85 1.086
66 H -7.35 -6.90 2.08  C56 1.090
67 H -8.52 -6.15 0.96  C56 1.081
68 H -9.00 -6.69 2.58  C56 1.089
69 H -7.64 -4.86 3.65  C57 1.078
70 H -8.84 -4.18 2.66  C57 1.085
71 H -7.92 -3.18 0.35  C59 1.097
72 H -7.24 -4.81 -0.03  C59 1.083
73 H -6.21 -3.38 -0.09  C59 1.080
74 H -6.52 -3.05 3.69  C60 1.080
75 H -7.56 -2.20 2.46  C60 1.082
76 H -4.53 -2.34 2.53  C61 1.081
77 H -5.66 -0.96 2.72  C61 1.085
78 H -5.34 -1.71 1.16  C61 1.080
79 H -4.74 -4.37 1.20  C62 1.085
80 H -5.59 -5.80 1.33  C62 1.076
81 H -4.66 -4.07 3.73  C63 1.106
82 H -3.86 -5.48 3.16  C63 1.099
83 H -4.00 -6.58 5.05  C65 1.087
84 H -5.71 -7.02 5.58  C65 1.093
85 H -5.13 -5.35 5.78  C65 1.086
86 C 0.51 8.00 1.45  C87 1.562, H96 1.078, H97 1.097, H98 1.080
87 C -0.23 6.64 1.19  C86 1.562, N88 1.646, H99 1.077, H100 1.101
88 N 0.64 5.32 0.74  C87 1.646, C89 1.538, C90 1.520, C92 1.528
89 C -0.27 4.12 1.03  N88 1.538, H101 1.078, H102 1.086, H103 1.078
90 C 0.98 5.35 -0.74  N88 1.520, C91 1.513, H104 1.088, H105 1.090
91 C 1.62 6.64 -1.22  C90 1.513, H106 1.102, H107 1.084, H108 1.091
92 C 1.95 5.27 1.53  N88 1.528, C93 1.493, H109 1.087, H110 1.080
93 C 2.39 3.93 2.03  C92 1.493, O94 1.460, H111 1.099, H112 1.083
94 O 2.58 3.10 0.85  C93 1.460, C95 1.445
95 C 2.98 1.78 1.30  O94 1.445, H113 1.086, H114 1.100, H115 1.085
96 H 1.54 7.88 1.74  C86 1.078
97 H 0.02 8.54 2.27  C86 1.097
98 H 0.52 8.58 0.55  C86 1.080
99 H -0.98 6.70 0.43  C87 1.077
100 H -0.88 6.26 2.00  C87 1.101
101 H -0.28 3.97 2.09  C89 1.078
102 H 0.21 3.31 0.49  C89 1.086
103 H -1.21 4.45 0.59  C89 1.078
104 H 0.01 5.15 -1.19  C90 1.088
105 H 1.67 4.53 -0.95  C90 1.090
106 H 2.50 6.94 -0.64  C91 1.102
107 H 0.99 7.52 -1.22  C91 1.084
108 H 1.94 6.46 -2.25  C91 1.091
109 H 1.89 6.01 2.31  C92 1.087
110 H 2.74 5.68 0.91  C92 1.080
111 H 1.78 3.45 2.82  C93 1.099
112 H 3.37 3.98 2.48  C93 1.083
113 H 3.17 1.26 0.36  C95 1.086
114 H 2.24 1.31 1.95  C95 1.100
115 H 3.98 1.90 1.71  C95 1.085
116 C -0.83 -5.23 -5.51  C117 1.519, H126 1.091, H127 1.081, H128 1.080
117 C 0.62 -5.63 -5.69  C116 1.519, N118 1.582, H129 1.083, H130 1.073
118 N 1.42 -5.33 -4.36  C117 1.582, C119 1.521, C120 1.522, C122 1.536
119 C 0.93 -6.21 -3.21  N118 1.521, H131 1.079, H132 1.083, H133 1.088
120 C 2.88 -5.63 -4.66  N118 1.522, C121 1.501, H134 1.095, H135 1.096
121 C 3.19 -6.95 -5.29  C120 1.501, H136 1.085, H137 1.082, H138 1.098
122 C 1.21 -3.85 -3.99  N118 1.536, C123 1.492, H139 1.086, H140 1.102
123 C 2.27 -3.26 -3.12  C122 1.492, O124 1.415, H141 1.089, H142 1.096
124 O 2.22 -3.88 -1.86  C123 1.415, C125 1.409
125 C 3.32 -3.52 -1.05  O124 1.409, H143 1.094, H144 1.083, H145 1.086
126 H -0.92 -4.14 -5.50  C116 1.091
127 H -1.24 -5.55 -4.57  C116 1.081
128 H -1.45 -5.56 -6.34  C116 1.080
129 H 1.13 -5.07 -6.46  C117 1.083
130 H 0.74 -6.70 -5.76  C117 1.073
131 H 0.95 -7.22 -3.57  C119 1.079
132 H -0.10 -6.00 -2.95  C119 1.083
133 H 1.60 -5.96 -2.39  C119 1.088
134 H 3.38 -5.53 -3.69  C120 1.095
135 H 3.21 -4.81 -5.31  C120 1.096
136 H 2.81 -7.76 -4.66  C121 1.085
137 H 4.27 -7.02 -5.34  C121 1.082
138 H 2.82 -7.17 -6.30  C121 1.098
139 H 0.21 -3.75 -3.57  C122 1.086
140 H 1.21 -3.33 -4.96  C122 1.102
141 H 2.05 -2.19 -3.05  C123 1.089
142 H 3.22 -3.47 -3.63  C123 1.096
143 H 4.33 -3.63 -1.46  C125 1.094
144 H 3.28 -4.04 -0.10  C125 1.083
145 H 3.21 -2.47 -0.82  C125 1.086
146 C 3.13 -4.51 -11.05  C147 1.532, H156 1.088, H157 1.087, H158 1.096
147 C 3.67 -4.73 -9.63  C146 1.532, C148 1.533, H159 1.080, H160 1.102
148 C 4.51 -3.53 -9.18  C147 1.533, C149 1.548, H161 1.108, H162 1.099
149 C 3.61 -2.28 -9.14  C148 1.548, N150 1.514, H163 1.094, H164 1.099
150 N 4.12 -1.35 -8.06  C149 1.514, C151 1.479, C154 1.534, C155 1.467
151 C 4.02 -1.75 -6.64  N150 1.479, C152 1.534, H165 1.070, H166 1.064
152 C 3.01 -0.85 -5.93  C151 1.534, C153 1.458, H167 1.091, H168 1.103
153 C 3.14 0.40 -6.66  C152 1.458, C154 1.526, H169 1.091, H170 1.079
154 C 3.22 -0.10 -8.10  N150 1.534, C153 1.526, H171 1.084, H172 1.089
155 C 5.50 -1.06 -8.47  N150 1.467, H173 1.092, H174 1.084, H175 1.091
156 H 2.59 -5.35 -11.48  C146 1.088
157 H 3.93 -4.28 -11.75  C146 1.087
158 H 2.37 -3.72 -11.05  C146 1.096
159 H 4.38 -5.55 -9.62  C147 1.080
160 H 2.85 -4.83 -8.91  C147 1.102
161 H 5.42 -3.40 -9.81  C148 1.108
162 H 4.85 -3.68 -8.14  C148 1.099
163 H 2.57 -2.56 -8.91  C149 1.094
164 H 3.44 -1.65 -10.02  C149 1.099
165 H 4.98 -1.48 -6.24  C151 1.070
166 H 3.66 -2.75 -6.55  C151 1.064
167 H 3.21 -0.88 -4.85  C152 1.091
168 H 2.00 -1.22 -6.16  C152 1.103
169 H 4.13 0.82 -6.46  C153 1.091
170 H 2.31 1.08 -6.54  C153 1.079
171 H 3.64 0.61 -8.80  C154 1.084
172 H 2.27 -0.47 -8.48  C154 1.089
173 H 5.61 -1.09 -9.56  C155 1.092
174 H 6.08 -1.89 -8.09  C155 1.084
175 H 5.92 -0.19 -7.97  C155 1.091
176 C -2.75 -1.45 -5.05  C177 1.510, H186 1.086, H187 1.093, H188 1.103
177 C -1.92 -0.96 -3.89  C176 1.510, C178 1.530, H189 1.095, H190 1.099
178 C -2.42 0.37 -3.32  C177 1.530, C179 1.523, H191 1.093, H192 1.094
179 C -3.79 0.26 -2.67  C178 1.523, N180 1.467, H193 1.099, H194 1.093
180 N -4.28 1.42 -1.92  C179 1.467, C181 1.541, C184 1.542, C185 1.478
181 C -5.64 1.09 -1.26  N180 1.541, C182 1.479, H195 1.100, H196 1.085
182 C -6.38 2.36 -1.38  C181 1.479, C183 1.517, H197 1.109, H198 1.092
183 C -6.04 2.75 -2.81  C182 1.517, C184 1.501, H199 1.087, H200 1.106
184 C -4.55 2.58 -2.89  N180 1.542, C183 1.501, H201 1.083, H202 1.073
185 C -3.34 1.83 -0.86  N180 1.478, H203 1.108, H204 1.090, H205 1.094
186 H -2.22 -2.20 -5.63  C176 1.086
187 H -3.08 -0.66 -5.72  C176 1.093
188 H -3.69 -1.88 -4.68  C176 1.103
189 H -0.87 -0.78 -4.16  C177 1.095
190 H -1.86 -1.75 -3.13  C177 1.099
191 H -2.26 1.13 -4.09  C178 1.093
192 H -1.67 0.76 -2.62  C178 1.094
193 H -3.86 -0.66 -2.07  C179 1.099
194 H -4.56 0.05 -3.42  C179 1.093
195 H -5.43 0.79 -0.22  C181 1.100
196 H -6.09 0.25 -1.79  C181 1.085
197 H -5.96 3.10 -0.67  C182 1.109
198 H -7.46 2.29 -1.19  C182 1.092
199 H -6.34 3.79 -2.96  C183 1.087
200 H -6.57 2.10 -3.53  C183 1.106
201 H -3.94 3.43 -2.62  C184 1.083
202 H -4.19 2.29 -3.85  C184 1.073
203 H -3.80 2.64 -0.26  C185 1.108
204 H -2.36 2.15 -1.23  C185 1.090
205 H -3.16 1.02 -0.15  C185 1.094
206 C -5.80 -1.91 6.65  C207 1.515, H216 1.095, H217 1.101, H218 1.083
207 C -5.11 -0.65 6.15  C206 1.515, C208 1.547, H219 1.095, H220 1.085
208 C -6.00 0.54 6.57  C207 1.547, C209 1.504, H221 1.085, H222 1.088
209 C -7.02 0.77 5.49  C208 1.504, N210 1.489, H223 1.090, H224 1.092
210 N -7.91 1.95 5.62  C209 1.489, C211 1.551, C214 1.477, C215 1.508
211 C -8.65 2.06 6.97  N210 1.551, C212 1.555, H225 1.081, H226 1.095
212 C -9.84 3.02 6.69  C211 1.555, C213 1.548, H227 1.072, H228 1.090
213 C -9.96 3.03 5.15  C212 1.548, C214 1.512, H229 1.089, H230 1.092
214 C -9.04 1.92 4.68  N210 1.477, C213 1.512, H231 1.100, H232 1.098
215 C -7.07 3.20 5.49  N210 1.508, H233 1.076, H234 1.075, H235 1.076
216 H -6.08 -1.79 7.70  C206 1.095
217 H -5.10 -2.76 6.55  C206 1.101
218 H -6.59 -2.21 5.97  C206 1.083
219 H -5.02 -0.63 5.06  C207 1.095
220 H -4.11 -0.54 6.55  C207 1.085
221 H -5.32 1.38 6.70  C208 1.085
222 H -6.46 0.40 7.55  C208 1.088
223 H -7.66 -0.11 5.51  C209 1.090
224 H -6.48 0.90 4.54  C209 1.092
225 H -7.94 2.39 7.71  C211 1.081
226 H -8.96 1.01 7.06  C211 1.095
227 H -9.63 4.02 7.02  C212 1.072
228 H -10.76 2.65 7.14  C212 1.090
229 H -9.66 3.98 4.71  C213 1.089
230 H -10.99 2.85 4.81  C213 1.092
231 H -8.65 2.02 3.65  C214 1.100
232 H -9.46 0.91 4.72  C214 1.098
233 H -7.64 4.05 5.16  C215 1.076
234 H -6.34 2.92 4.75  C215 1.075
235 H -6.66 3.32 6.48  C215 1.076
236 C 3.80 -2.74 5.44  C237 1.502, H246 1.096, H247 1.079, H248 1.084
237 C 2.42 -2.26 5.09  C236 1.502, C238 1.535, H249 1.097, H250 1.103
238 C 2.11 -0.96 5.82  C237 1.535, C239 1.501, H251 1.085, H252 1.088
239 C 0.69 -0.62 5.47  C238 1.501, N240 1.485, H253 1.087, H254 1.095
240 N 0.16 0.56 6.20  C239 1.485, C241 1.498, C244 1.436, C245 1.486
241 C 0.05 0.33 7.67  N240 1.498, C242 1.550, H255 1.089, H256 1.104
242 C -0.87 1.44 8.23  C241 1.550, C243 1.594, H257 1.097, H258 1.083
243 C -1.69 1.81 6.92  C242 1.594, C244 1.531, H259 1.098, H260 1.085
244 C -1.20 0.85 5.83  N240 1.436, C243 1.531, H261 1.086, H262 1.098
245 C 1.08 1.70 5.97  N240 1.486, H263 1.089, H264 1.090, H265 1.095
246 H 4.54 -1.98 5.15  C236 1.096
247 H 4.05 -3.62 4.88  C236 1.079
248 H 3.94 -3.00 6.48  C236 1.084
249 H 1.70 -3.02 5.43  C237 1.097
250 H 2.38 -2.03 4.01  C237 1.103
251 H 2.82 -0.22 5.48  C238 1.085
252 H 2.14 -1.12 6.90  C238 1.088
253 H 0.06 -1.47 5.70  C239 1.087
254 H 0.55 -0.43 4.40  C239 1.095
255 H 1.05 0.29 8.11  C241 1.089
256 H -0.40 -0.67 7.76  C241 1.104
257 H -0.25 2.29 8.58  C242 1.097
258 H -1.51 1.14 9.05  C242 1.083
259 H -1.48 2.85 6.62  C243 1.098
260 H -2.76 1.78 7.08  C243 1.085
261 H -1.23 1.25 4.82  C244 1.086
262 H -1.71 -0.12 5.76  C244 1.098
263 H 1.17 1.92 4.91  C245 1.089
264 H 2.12 1.42 6.16  C245 1.090
265 H 0.74 2.49 6.64  C245 1.095
266 C -0.47 0.52 -7.36  C267 1.526, H276 1.086, H277 1.089, H278 1.089
267 C -1.60 1.54 -7.51  C266 1.526, C268 1.564, H279 1.085, H280 1.092
268 C -1.02 2.99 -7.64  C267 1.564, C269 1.489, H281 1.088, H282 1.089
269 C -0.47 3.37 -6.31  C268 1.489, N270 1.490, H283 1.085, H284 1.091
270 N -0.15 4.82 -6.23  C269 1.490, C271 1.479, C274 1.493, C275 1.477
271 C 0.33 5.17 -4.88  N270 1.479, C272 1.556, H285 1.084, H286 1.094
272 C 0.17 6.70 -4.70  C271 1.556, C273 1.549, H287 1.091, H288 1.085
273 C -0.97 7.02 -5.70  C272 1.549, C274 1.528, H289 1.090, H290 1.085
274 C -1.35 5.70 -6.36  N270 1.493, C273 1.528, H291 1.071, H292 1.081
275 C 0.82 5.26 -7.25  N270 1.477, H293 1.089, H294 1.088, H295 1.079
276 H 0.30 0.73 -8.09  C266 1.086
277 H -0.81 -0.52 -7.36  C266 1.089
278 H -0.14 0.46 -6.32  C266 1.089
279 H -2.19 1.49 -6.60  C267 1.085
280 H -2.14 1.34 -8.44  C267 1.092
281 H -1.81 3.69 -7.93  C268 1.088
282 H -0.28 3.00 -8.44  C268 1.089
283 H 0.47 2.89 -6.07  C269 1.085
284 H -1.21 3.10 -5.55  C269 1.091
285 H 1.39 4.95 -4.77  C271 1.084
286 H -0.18 4.50 -4.18  C271 1.094
287 H 1.12 7.20 -4.90  C272 1.091
288 H -0.09 6.92 -3.66  C272 1.085
289 H -0.58 7.64 -6.51  C273 1.090
290 H -1.77 7.58 -5.23  C273 1.085
291 H -1.58 5.78 -7.40  C274 1.071
292 H -2.17 5.21 -5.85  C274 1.081
293 H 1.74 4.69 -7.13  C275 1.089
294 H 1.06 6.31 -7.15  C275 1.088
295 H 0.44 5.19 -8.26  C275 1.079
296 C 0.48 -7.08 2.45  C297 1.550, H306 1.086, H307 1.094, H308 1.082
297 C 0.93 -5.62 2.64  C296 1.550, C298 1.542, H309 1.097, H310 1.083
298 C 0.07 -4.79 1.66  C297 1.542, C299 1.558, H311 1.097, H312 1.086
299 C 0.53 -3.32 1.86  C298 1.558, N300 1.468, H313 1.102, H314 1.093
300 N -0.35 -2.37 1.17  C299 1.468, C301 1.544, C304 1.514, C305 1.482
301 C -0.30 -2.53 -0.37  N300 1.544, C302 1.545, H315 1.079, H316 1.090
302 C 0.46 -1.26 -0.81  C301 1.545, C303 1.540, H317 1.091, H318 1.071
303 C -0.01 -0.22 0.22  C302 1.540, C304 1.521, H319 1.103, H320 1.098
304 C 0.22 -1.01 1.50  N300 1.514, C303 1.521, H321 1.090, H322 1.085
305 C -1.74 -2.51 1.67  N300 1.482, H323 1.100, H324 1.095, H325 1.097
306 H -0.58 -7.23 2.68  C296 1.086
307 H 1.04 -7.71 3.14  C296 1.094
308 H 0.59 -7.39 1.41  C296 1.082
309 H 1.98 -5.51 2.34  C297 1.097
310 H 0.70 -5.34 3.66  C297 1.083
311 H -0.99 -4.82 1.94  C298 1.097
312 H 0.25 -5.12 0.64  C298 1.086
313 H 1.59 -3.22 1.58  C299 1.102
314 H 0.36 -3.10 2.92  C299 1.093
315 H -1.29 -2.60 -0.77  C301 1.079
316 H 0.21 -3.48 -0.59  C301 1.090
317 H 0.21 -0.98 -1.84  C302 1.091
318 H 1.48 -1.42 -0.51  C302 1.071
319 H -1.08 0.00 0.07  C303 1.103
320 H 0.52 0.74 0.24  C303 1.098
321 H -0.25 -0.65 2.41  C304 1.090
322 H 1.29 -1.19 1.56  C304 1.085
323 H -1.79 -2.99 2.65  C305 1.100
324 H -2.36 -3.05 0.94  C305 1.095
325 H -2.13 -1.49 1.80  C305 1.097
326 N -3.71 1.46 2.74  O327 1.233, O328 1.233, O329 1.233
327 O -2.67 0.95 2.32  N326 1.233
328 O -4.65 1.65 1.97  N326 1.233
329 O -3.79 1.75 3.94  N326 1.233
330 N 4.68 -1.59 1.87  O331 1.251, O332 1.262, O333 1.212
331 O 5.37 -0.87 2.62  N330 1.251
332 O 3.51 -1.20 1.59  N330 1.262
333 O 5.08 -2.65 1.44  N330 1.212
334 N 1.14 2.16 -2.94  O335 1.254, O336 1.251, O337 1.199
335 O 1.17 1.21 -3.75  N334 1.254
336 O 0.25 2.19 -2.06  N334 1.251
337 O 1.91 3.07 -3.06  N334 1.199
338 N -1.63 -3.35 5.95  O339 1.270, O340 1.177, O341 1.273
339 O -2.14 -3.70 4.84  N338 1.270
340 O -0.83 -4.04 6.48  N338 1.177
341 O -1.97 -2.22 6.42  N338 1.273
342 N -3.06 -4.51 -1.57  O343 1.257, O344 1.235, O345 1.229
343 O -2.55 -4.76 -0.45  N342 1.257
344 O -2.37 -4.66 -2.58  N342 1.235
345 O -4.24 -4.20 -1.65  N342 1.229

HOMO: -15.869 eV
ΔE to the lowest compared entry with this formula, charge and spin: 52.4 kcal/mol
charge: +6
E_tot: -165667.6553 eV
2S+1: 1

Results of the Löwdin charge analysis, in e, for atoms 1 through 2: C -0.092; O -0.220